The molecule C4H6N2O in a non-equilibrium geometry. Source: OMol25; level of theory: wB97M-V/def2-TZVPD.

Structure (XYZ):
```
13
C4H6N2O, DFT wB97M-V/def2-TZVPD
O -2.97 0.51 -0.08
N -0.32 1.23 -0.26
N -1.24 -0.79 0.07
C 0.70 0.26 -0.10
C 0.11 -0.96 0.08
C -1.53 0.50 -0.14
C 2.24 0.36 0.01
H 0.52 -1.95 0.19
H 2.71 1.14 -0.59
H -1.91 -1.49 0.32
H 2.55 0.52 1.05
H -3.53 1.27 -0.24
H 2.67 -0.61 -0.31
```

Output
Strongest force on any atom: 3.05 eV/A
Gap between HOMO and LUMO: 8.8 eV
E_HOMO: -8.183 eV
SMILES: Cc1c[nH]c(O)n1